102
Properties=species:S:1:pos:R:3:forces:R:3 method="wB97M-V/def2-TZVPD" de_lowest_kj_mol=0.0 gap_ev="6.590 / 6.589" charge=0 lumo_ev="-0.91 / -0.91"
Ti -0.999 -0.520 0.676 -0.7 -0.5 0.0
Br 2.184 5.476 -0.749 0.0 0.0 0.0
C 2.610 4.741 0.941 0.0 0.0 0.0
C 3.842 4.143 1.147 0.0 0.0 0.0
C 4.142 3.628 2.400 0.0 0.0 0.0
C 3.194 3.655 3.412 0.1 0.0 -0.1
C 1.967 4.277 3.204 0.1 0.1 -0.1
C 1.684 4.834 1.968 -0.1 0.0 0.0
N 3.576 3.165 4.709 -0.1 0.3 0.1
N 2.864 2.351 5.308 0.0 -0.2 0.0
C 1.778 1.728 4.606 0.0 0.0 0.1
C 0.511 1.802 5.115 0.0 0.0 0.0
C -0.591 1.259 4.431 -0.1 0.0 0.1
C -0.408 0.589 3.243 -0.1 0.1 0.0
O -1.369 0.073 2.510 0.2 0.0 -0.3
C 0.923 0.399 2.773 0.0 0.2 0.2
N 1.033 -0.360 1.649 -0.1 0.2 -0.2
C 2.236 -0.659 1.208 0.0 -0.1 0.0
C 3.401 -0.210 1.850 0.0 0.0 0.0
C 3.300 0.604 2.944 0.0 0.0 0.0
C 2.026 0.956 3.441 0.1 -0.3 -0.1
H 4.565 4.094 0.344 0.0 0.0 0.0
H 5.111 3.187 2.595 0.0 0.0 0.0
H 1.241 4.342 4.001 0.0 0.0 0.0
H 0.747 5.349 1.802 0.0 0.0 0.1
H 0.355 2.333 6.046 0.0 0.0 0.0
H -1.593 1.353 4.830 0.0 0.0 0.0
H 2.287 -1.279 0.320 0.0 0.0 0.0
H 4.362 -0.513 1.460 0.0 0.0 0.0
H 4.192 0.952 3.449 0.0 0.0 0.0
C -1.402 -5.334 -1.422 0.0 -0.1 0.0
C -1.856 -4.073 -0.690 -0.1 0.1 0.0
Ge -0.373 -3.002 0.060 0.3 0.2 -0.1
C 0.376 -3.951 1.644 -0.1 0.0 0.1
C 1.445 -4.990 1.307 0.1 0.0 0.0
C 1.043 -3.074 -1.302 0.0 -0.1 -0.1
C 1.439 -2.012 -2.016 0.0 -0.1 0.0
Ge 0.453 -0.326 -1.598 0.0 0.0 0.3
C -0.705 0.037 -3.174 0.0 0.1 0.0
C -1.481 -1.192 -3.636 0.0 -0.1 0.0
C 1.622 1.295 -1.397 -0.1 0.1 0.0
C 2.899 1.487 -2.213 0.0 -0.1 0.0
C 2.432 -2.150 -3.122 0.0 0.1 0.0
C 3.273 -3.263 -3.235 0.1 0.0 0.1
C 4.179 -3.378 -4.275 0.0 0.0 0.0
C 4.276 -2.385 -5.243 0.0 0.0 0.0
C 3.454 -1.274 -5.148 0.0 0.0 0.0
C 2.552 -1.163 -4.098 0.0 -0.1 -0.1
H -2.254 -5.919 -1.779 0.0 0.0 0.0
H -0.810 -5.990 -0.778 0.0 0.0 0.0
H -0.786 -5.092 -2.292 0.0 0.0 0.0
H -2.538 -4.314 0.127 0.0 0.0 0.0
H -2.415 -3.422 -1.367 0.0 0.0 0.0
H -0.457 -4.414 2.179 0.0 0.0 0.0
H 0.791 -3.209 2.332 0.0 0.0 0.0
H 1.058 -5.778 0.656 0.0 0.0 0.0
H 1.837 -5.474 2.205 0.0 0.0 0.0
H 2.291 -4.536 0.785 0.0 0.0 0.0
H 1.453 -4.055 -1.558 0.0 0.0 0.0
H -0.075 0.421 -3.980 0.0 0.0 0.0
H -1.388 0.856 -2.929 0.0 0.0 0.0
H -0.803 -1.974 -3.990 0.0 0.0 0.0
H -2.171 -0.959 -4.451 0.0 0.0 0.0
H -2.065 -1.623 -2.820 0.0 0.0 0.0
H 1.872 1.377 -0.335 0.0 0.0 0.0
H 0.941 2.131 -1.594 0.0 0.0 0.0
H 3.585 0.644 -2.107 0.0 0.0 0.0
H 3.427 2.390 -1.897 0.0 0.0 0.0
H 2.695 1.595 -3.279 0.0 0.0 0.0
H 3.238 -4.049 -2.491 0.0 0.1 0.0
H 4.819 -4.251 -4.331 0.0 0.0 0.0
H 4.986 -2.477 -6.054 0.0 0.0 0.0
H 3.511 -0.485 -5.889 0.0 0.0 0.0
H 1.919 -0.291 -4.048 -0.1 0.0 0.0
Cl -5.078 -1.036 -2.067 0.0 0.0 0.0
C -4.258 0.452 -1.739 -0.1 0.0 0.0
C -4.776 1.649 -2.275 0.0 0.0 0.0
C -4.178 2.844 -2.012 0.0 0.0 0.0
Cl -4.840 4.303 -2.676 0.0 0.0 0.0
C -3.018 2.907 -1.196 0.0 0.0 0.0
C -2.334 4.087 -0.841 0.0 0.0 0.0
C -1.231 4.010 -0.037 0.0 0.1 0.0
C -0.781 2.753 0.400 0.1 0.1 0.0
N -1.385 1.637 0.073 0.0 -0.3 -0.2
C -2.509 1.696 -0.695 0.0 0.1 0.0
C -3.134 0.441 -0.949 0.0 0.0 -0.1
O -2.609 -0.642 -0.417 0.2 0.1 0.3
H -5.658 1.602 -2.898 0.0 0.0 0.0
H -2.691 5.040 -1.208 0.0 0.0 0.0
H -0.688 4.899 0.250 0.0 -0.1 -0.1
H 0.113 2.670 1.009 0.0 0.0 0.0
S -3.098 -2.701 2.544 0.2 0.0 0.0
C -4.167 -1.447 2.550 0.0 0.1 0.0
N -4.808 -0.962 1.480 0.0 -0.1 0.0
C -5.453 0.329 1.628 0.0 0.0 0.0
C -5.894 0.383 3.087 0.0 0.0 0.0
S -4.607 -0.537 3.983 0.0 0.0 0.0
H -4.532 -1.327 0.576 0.0 0.1 0.0
H -6.297 0.410 0.944 0.0 0.0 0.0
H -4.745 1.136 1.410 0.0 0.0 0.0
H -6.858 -0.103 3.229 0.0 0.0 0.0
H -5.945 1.404 3.457 0.0 0.0 0.0

=====

100
Properties=species:S:1:pos:R:3:forces:R:3 method="wB97M-V/def2-TZVPD" gap_ev="6.709 / 6.189" charge=+1 lumo_ev="-3.25 / -3.25" spin_multiplicity=2
Fe 0.933 0.337 -0.822 -0.6 -0.7 -0.4
C -2.553 -0.703 3.331 0.3 -0.1 0.2
C -1.560 -1.298 4.335 -0.2 0.1 0.0
C -1.698 -0.500 5.638 0.1 -0.1 -0.2
C -1.932 -2.773 4.564 0.0 0.2 0.0
C -0.115 -1.246 3.860 -0.2 0.2 -0.3
C 0.875 -1.847 4.649 0.7 -0.1 -0.1
C 2.191 -1.953 4.224 -0.4 -0.2 0.5
C 2.536 -1.415 3.004 0.2 0.4 -0.8
S 4.081 -1.448 2.188 -0.8 0.7 -0.3
C 3.378 -0.477 0.906 -2.4 -0.4 2.2
N 2.068 -0.191 1.074 2.3 0.2 -1.7
C 1.589 -0.714 2.229 0.0 -0.8 1.2
C 0.259 -0.656 2.663 0.1 0.0 -0.1
C 4.093 -0.074 -0.245 1.0 1.4 -2.1
C 5.074 -0.874 -0.873 -1.0 0.3 0.7
C 5.542 -0.556 -2.121 0.2 0.5 -0.7
C 5.082 0.585 -2.786 0.1 -0.4 0.5
C 4.237 1.469 -2.137 0.0 0.2 0.2
C 3.787 1.179 -0.859 0.7 -1.0 0.4
H -3.561 -0.806 3.727 -0.1 0.0 0.0
H -2.527 -1.215 2.372 0.0 0.0 -0.1
H -2.368 0.358 3.171 0.0 0.1 -0.1
H -2.720 -0.561 6.003 -0.1 0.0 0.1
H -1.459 0.545 5.455 0.0 0.1 0.1
H -1.035 -0.875 6.412 0.1 0.0 0.1
H -2.981 -2.852 4.832 -0.2 0.0 0.1
H -1.343 -3.216 5.361 0.0 -0.1 0.1
H -1.767 -3.362 3.663 0.0 -0.1 -0.1
H 0.616 -2.241 5.618 0.0 -0.1 0.1
H 2.935 -2.447 4.826 0.0 -0.1 0.2
H -0.441 -0.134 2.029 -0.2 0.0 0.0
H 5.421 -1.765 -0.369 -0.1 -0.2 0.0
H 6.273 -1.194 -2.595 0.0 0.0 0.0
H 5.434 0.818 -3.778 0.1 0.0 -0.1
H 3.983 2.411 -2.606 0.0 0.1 0.1
C -1.590 2.517 -1.411 0.1 0.4 -0.2
O -1.283 1.221 -0.910 -0.2 -0.4 0.1
C -2.359 0.398 -0.664 0.3 -0.1 0.0
C -3.686 0.795 -0.733 0.1 -0.2 0.1
C -4.689 -0.144 -0.507 -0.1 0.1 0.0
Br -6.493 0.434 -0.626 0.2 -0.1 0.0
C -4.403 -1.450 -0.184 0.1 0.2 0.0
C -3.068 -1.847 -0.060 0.1 1.0 -0.3
C -2.052 -0.928 -0.335 -0.2 -0.2 0.0
O -0.723 -1.305 -0.323 0.2 0.4 0.1
C -2.801 -3.209 0.351 -0.1 -0.8 0.1
N -3.646 -4.179 0.149 -0.2 0.7 -0.4
C -3.092 -5.297 0.700 0.9 -0.2 0.6
C -3.598 -6.589 0.793 0.1 0.1 0.0
C -2.835 -7.525 1.453 -0.1 -0.1 -0.1
C -1.584 -7.203 1.987 0.1 0.1 0.1
C -1.061 -5.926 1.907 0.1 0.0 0.1
C -1.835 -4.976 1.264 -0.5 -0.5 -0.2
N -1.644 -3.634 1.000 0.0 0.1 -0.2
H -2.174 2.439 -2.332 0.0 0.0 0.0
H -0.636 3.002 -1.610 -0.2 -0.1 0.0
H -2.143 3.103 -0.673 0.0 -0.1 0.0
H -3.970 1.809 -0.955 0.1 0.1 -0.1
H -5.178 -2.179 -0.012 -0.1 0.0 0.1
H -0.681 -2.273 -0.267 0.2 0.1 -0.2
H -4.555 -6.823 0.362 -0.2 -0.1 0.0
H -3.208 -8.530 1.570 0.0 -0.1 0.0
H -1.014 -7.972 2.481 0.1 -0.1 0.1
H -0.099 -5.682 2.331 0.1 0.0 0.1
H -1.006 -3.053 1.525 -0.1 0.1 0.1
C 0.920 0.793 -4.274 0.1 -0.3 0.1
P 1.044 -0.571 -3.046 -0.5 0.6 0.1
C 2.363 -1.585 -3.829 -0.2 0.2 0.3
C -0.446 -1.561 -3.508 0.3 0.2 0.2
H 0.779 0.398 -5.280 0.0 0.0 -0.1
H 1.836 1.380 -4.244 0.1 0.1 0.0
H 0.087 1.448 -4.025 0.0 0.0 0.0
H 2.082 -1.847 -4.848 0.0 0.0 0.0
H 2.522 -2.496 -3.256 0.0 -0.1 0.0
H 3.292 -1.017 -3.843 0.0 0.0 0.0
H -0.489 -1.697 -4.588 0.0 0.0 0.0
H -1.354 -1.057 -3.176 0.0 0.0 0.0
H -0.398 -2.539 -3.032 0.0 -0.1 0.0
C -0.853 6.881 -0.581 0.0 0.0 0.0
C 0.065 6.451 -1.680 0.3 -0.3 0.2
C -0.066 6.920 -2.975 0.2 -0.1 0.0
C 0.865 6.569 -3.945 0.1 -0.2 0.3
Cl 0.673 7.149 -5.560 0.0 0.1 -0.2
C 1.949 5.768 -3.621 -0.3 0.3 -0.2
C 2.076 5.269 -2.336 -0.2 0.0 0.4
C 1.123 5.572 -1.375 -0.2 0.4 -0.7
O 1.104 5.067 -0.103 0.0 -0.3 0.3
C 2.136 4.241 0.352 0.0 0.2 0.0
C 2.245 2.915 -0.383 -1.5 -0.3 -1.2
O 3.303 2.213 -0.029 0.3 -0.1 -0.1
O 1.420 2.520 -1.212 1.2 -0.3 1.3
H -1.681 7.472 -0.961 0.0 0.0 0.0
H -0.295 7.484 0.136 -0.1 0.0 0.1
H -1.238 6.020 -0.037 -0.1 0.0 0.1
H -0.891 7.571 -3.226 0.0 0.1 0.0
H 2.689 5.545 -4.370 0.1 -0.1 -0.1
H 2.929 4.655 -2.097 0.1 -0.1 0.0
H 1.880 4.025 1.397 0.2 -0.1 -0.1
H 3.110 4.747 0.338 -0.1 -0.1 0.0